ORCA calculation (ωB97M-V/def2-TZVPD) on a cluster of 13 separate species, C96H219N13O20 in total.

Bonds (Å) are listed after each position.
Geometry (Å):
1 C -5.497 3.957 -5.281  C2 1.545, H12 1.090, H13 1.090, H14 1.090
2 C -6.219 3.898 -3.916  C1 1.545, C3 1.588, N7 1.487, C11 1.514
3 C -7.501 4.823 -4.061  C2 1.588, C4 1.545, H15 1.090, H16 1.090
4 C -8.578 4.527 -2.994  C3 1.545, C5 1.533, H17 1.090, H18 1.090
5 C -8.955 3.042 -3.043  C4 1.533, C6 1.548, H19 1.090, H20 1.090
6 C -7.762 2.100 -2.748  C5 1.548, N7 1.492, C9 1.556, C10 1.558
7 N -6.634 2.497 -3.642  C2 1.487, C6 1.492, O8 1.378
8 O -5.646 1.537 -3.611  N7 1.378, H30 0.960
9 C -7.518 2.137 -1.212  C6 1.556, H21 1.090, H22 1.090, H23 1.090
10 C -8.239 0.686 -3.196  C6 1.558, H24 1.090, H25 1.090, H26 1.090
11 C -5.251 4.354 -2.845  C2 1.514, H27 1.090, H28 1.090, H29 1.090
12 H -4.731 3.191 -5.401  C1 1.090
13 H -5.096 4.945 -5.507  C1 1.090
14 H -6.276 3.710 -6.003  C1 1.090
15 H -7.287 5.856 -3.785  C3 1.090
16 H -8.009 4.694 -5.016  C3 1.090
17 H -9.468 5.095 -3.262  C4 1.090
18 H -8.296 4.902 -2.010  C4 1.090
19 H -9.469 2.810 -3.975  C5 1.090
20 H -9.705 2.854 -2.275  C5 1.090
21 H -7.280 3.120 -0.805  C9 1.090
22 H -8.271 1.510 -0.735  C9 1.090
23 H -6.600 1.583 -1.017  C9 1.090
24 H -9.056 0.116 -2.754  C10 1.090
25 H -8.500 0.719 -4.254  C10 1.090
26 H -7.421 0.003 -2.967  C10 1.090
27 H -5.106 5.432 -2.917  C11 1.090
28 H -4.235 3.960 -2.877  C11 1.090
29 H -5.512 4.162 -1.805  C11 1.090
30 H -5.716 1.087 -4.456  O8 0.960
31 C 0.754 4.538 -1.537  C32 1.567, H42 1.090, H43 1.090, H44 1.090
32 C 0.333 3.354 -2.474  C31 1.567, C33 1.514, N37 1.521, C41 1.543
33 C -1.180 3.397 -2.509  C32 1.514, C34 1.527, H45 1.090, H46 1.090
34 C -1.706 2.479 -3.611  C33 1.527, C35 1.558, H47 1.090, H48 1.090
35 C -1.149 2.956 -4.986  C34 1.558, C36 1.535, H49 1.090, H50 1.090
36 C 0.382 2.908 -5.096  C35 1.535, N37 1.529, C39 1.568, C40 1.534
37 N 0.881 3.657 -3.860  C32 1.521, C36 1.529, O38 1.381
38 O 2.256 3.781 -3.840  N37 1.381, H60 0.960
39 C 0.868 1.430 -5.297  C36 1.568, H51 1.090, H52 1.090, H53 1.090
40 C 0.752 3.775 -6.305  C36 1.534, H54 1.090, H55 1.090, H56 1.090
41 C 0.817 2.044 -1.818  C32 1.543, H57 1.090, H58 1.090, H59 1.090
42 H 0.248 4.652 -0.578  C31 1.090
43 H 0.549 5.477 -2.050  C31 1.090
44 H 1.839 4.501 -1.438  C31 1.090
45 H -1.531 3.029 -1.545  C33 1.090
46 H -1.404 4.442 -2.725  C33 1.090
47 H -2.795 2.504 -3.563  C34 1.090
48 H -1.407 1.465 -3.349  C34 1.090
49 H -1.472 3.974 -5.201  C35 1.090
50 H -1.651 2.322 -5.716  C35 1.090
51 H 1.937 1.497 -5.501  C39 1.090
52 H 0.483 0.769 -4.520  C39 1.090
53 H 0.357 0.973 -6.144  C39 1.090
54 H 0.413 3.413 -7.276  C40 1.090
55 H 0.394 4.804 -6.259  C40 1.090
56 H 1.836 3.778 -6.417  C40 1.090
57 H 0.448 2.000 -0.794  C41 1.090
58 H 1.906 2.052 -1.792  C41 1.090
59 H 0.535 1.151 -2.375  C41 1.090
60 H 2.415 4.709 -4.027  O38 0.960
61 C -3.170 6.057 -0.125  C62 1.501, H72 1.090, H73 1.090, H74 1.090
62 C -3.310 6.318 1.346  C61 1.501, C63 1.569, N67 1.510, C71 1.569
63 C -2.012 5.793 2.054  C62 1.569, C64 1.532, H75 1.090, H76 1.090
64 C -0.694 6.563 1.920  C63 1.532, C65 1.516, H77 1.090, H78 1.090
65 C -0.942 8.024 2.240  C64 1.516, C66 1.560, H79 1.090, H80 1.090
66 C -2.139 8.682 1.488  C65 1.560, N67 1.489, C69 1.578, C70 1.544
67 N -3.342 7.809 1.587  C62 1.510, C66 1.489, O68 1.333
68 O -4.464 8.352 1.115  N67 1.333, H90 0.960
69 C -2.527 9.934 2.367  C66 1.578, H81 1.090, H82 1.090, H83 1.090
70 C -1.689 9.090 0.068  C66 1.544, H84 1.090, H85 1.090, H86 1.090
71 C -4.601 5.622 1.904  C62 1.569, H87 1.090, H88 1.090, H89 1.090
72 H -2.147 6.134 -0.494  C61 1.090
73 H -3.865 6.613 -0.754  C61 1.090
74 H -3.491 5.042 -0.362  C61 1.090
75 H -2.312 5.638 3.090  C63 1.090
76 H -1.811 4.754 1.793  C63 1.090
77 H -0.292 6.439 0.915  C64 1.090
78 H 0.106 6.158 2.539  C64 1.090
79 H -0.036 8.569 1.975  C65 1.090
80 H -0.868 8.016 3.328  C65 1.090
81 H -3.261 10.565 1.865  C69 1.090
82 H -2.926 9.675 3.348  C69 1.090
83 H -1.638 10.557 2.458  C69 1.090
84 H -2.606 9.334 -0.469  C70 1.090
85 H -0.950 9.891 0.079  C70 1.090
86 H -1.176 8.293 -0.471  C70 1.090
87 H -4.582 4.542 1.759  C71 1.090
88 H -5.383 5.999 1.244  C71 1.090
89 H -4.784 5.884 2.946  C71 1.090
90 H -4.834 8.770 1.896  O68 0.960
91 C 0.277 -4.957 -4.766  C92 1.518, H102 1.090, H103 1.090, H104 1.090
92 C 1.456 -4.022 -4.566  C91 1.518, C93 1.508, N97 1.506, C101 1.542
93 C 0.918 -2.638 -4.306  C92 1.508, C94 1.550, H105 1.090, H106 1.090
94 C 0.496 -2.425 -2.830  C93 1.550, C95 1.539, H107 1.090, H108 1.090
95 C 1.768 -2.555 -1.973  C94 1.539, C96 1.611, H109 1.090, H110 1.090
96 C 2.387 -4.039 -2.067  C95 1.611, N97 1.486, C99 1.565, C100 1.557
97 N 2.370 -4.514 -3.475  C92 1.506, C96 1.486, O98 1.353
98 O 2.781 -5.780 -3.715  N97 1.353, H120 0.960
99 C 3.857 -3.902 -1.548  C96 1.565, H111 1.090, H112 1.090, H113 1.090
100 C 1.647 -5.024 -1.114  C96 1.557, H114 1.090, H115 1.090, H116 1.090
101 C 2.235 -3.847 -5.885  C92 1.542, H117 1.090, H118 1.090, H119 1.090
102 H 0.593 -5.969 -5.020  C91 1.090
103 H -0.348 -4.676 -5.613  C91 1.090
104 H -0.305 -4.989 -3.845  C91 1.090
105 H 1.551 -1.814 -4.635  C93 1.090
106 H 0.026 -2.525 -4.923  C93 1.090
107 H -0.170 -3.201 -2.451  C94 1.090
108 H 0.032 -1.452 -2.671  C94 1.090
109 H 1.592 -2.342 -0.918  C95 1.090
110 H 2.441 -1.778 -2.334  C95 1.090
111 H 4.390 -3.169 -2.154  C99 1.090
112 H 4.115 -3.677 -0.513  C99 1.090
113 H 4.368 -4.853 -1.697  C99 1.090
114 H 1.237 -4.556 -0.219  C100 1.090
115 H 0.741 -5.356 -1.622  C100 1.090
116 H 2.173 -5.956 -0.911  C100 1.090
117 H 2.364 -4.824 -6.351  C101 1.090
118 H 3.215 -3.412 -5.686  C101 1.090
119 H 1.663 -3.216 -6.565  C101 1.090
120 H 1.915 -6.189 -3.654  O98 0.960
121 C -4.384 -0.550 3.210  C122 1.521, H132 1.090, H133 1.090, H134 1.090
122 C -5.211 -1.150 4.338  C121 1.521, C123 1.598, N127 1.455, C131 1.573
123 C -6.637 -0.433 4.413  C122 1.598, C124 1.510, H135 1.090, H136 1.090
124 C -7.642 -1.239 5.201  C123 1.510, C125 1.526, H137 1.090, H138 1.090
125 C -7.762 -2.674 4.693  C124 1.526, C126 1.511, H139 1.090, H140 1.090
126 C -6.442 -3.406 4.635  C125 1.511, N127 1.528, C129 1.576, C130 1.567
127 N -5.378 -2.544 3.957  C122 1.455, C126 1.528, O128 1.408
128 O -4.161 -3.214 3.732  N127 1.408, H150 0.960
129 C -6.040 -3.921 6.070  C126 1.576, H141 1.090, H142 1.090, H143 1.090
130 C -6.738 -4.638 3.714  C126 1.567, H144 1.090, H145 1.090, H146 1.090
131 C -4.545 -0.902 5.742  C122 1.573, H147 1.090, H148 1.090, H149 1.090
132 H -3.360 -0.911 3.120  C121 1.090
133 H -4.244 0.531 3.182  C121 1.090
134 H -4.780 -0.771 2.219  C121 1.090
135 H -6.596 0.520 4.939  C123 1.090
136 H -6.930 -0.226 3.384  C123 1.090
137 H -8.550 -0.637 5.165  C124 1.090
138 H -7.299 -1.257 6.235  C124 1.090
139 H -8.190 -2.658 3.691  C125 1.090
140 H -8.449 -3.210 5.348  C125 1.090
141 H -6.429 -4.934 6.173  C129 1.090
142 H -4.957 -4.003 6.162  C129 1.090
143 H -6.428 -3.418 6.955  C129 1.090
144 H -7.653 -5.164 3.987  C130 1.090
145 H -6.788 -4.385 2.655  C130 1.090
146 H -5.908 -5.337 3.821  C130 1.090
147 H -4.796 0.036 6.239  C131 1.090
148 H -3.456 -0.885 5.696  C131 1.090
149 H -4.988 -1.646 6.404  C131 1.090
150 H -4.102 -3.314 2.779  O128 0.960
151 C 4.537 -6.398 1.884  C152 1.587, H162 1.090, H163 1.090, H164 1.090
152 C 5.197 -6.221 3.317  C151 1.587, C153 1.553, N157 1.511, C161 1.543
153 C 6.303 -5.138 3.188  C152 1.553, C154 1.520, H165 1.090, H166 1.090
154 C 6.728 -4.522 4.511  C153 1.520, C155 1.467, H167 1.090, H168 1.090
155 C 5.654 -3.929 5.316  C154 1.467, C156 1.554, H169 1.090, H170 1.090
156 C 4.504 -4.943 5.566  C155 1.554, N157 1.527, C159 1.558, C160 1.593
157 N 4.165 -5.751 4.316  C152 1.511, C156 1.527, O158 1.344
158 O 3.175 -6.619 4.581  N157 1.344, H180 0.960
159 C 4.852 -5.930 6.721  C156 1.558, H171 1.090, H172 1.090, H173 1.090
160 C 3.215 -4.116 6.004  C156 1.593, H174 1.090, H175 1.090, H176 1.090
161 C 5.904 -7.508 3.792  C152 1.543, H177 1.090, H178 1.090, H179 1.090
162 H 3.571 -6.901 1.916  C151 1.090
163 H 5.168 -7.017 1.246  C151 1.090
164 H 4.321 -5.438 1.415  C151 1.090
165 H 7.206 -5.377 2.626  C153 1.090
166 H 5.773 -4.356 2.645  C153 1.090
167 H 7.451 -3.755 4.235  C154 1.090
168 H 7.226 -5.296 5.094  C154 1.090
169 H 5.297 -3.086 4.724  C155 1.090
170 H 5.981 -3.582 6.296  C155 1.090
171 H 4.120 -6.725 6.863  C159 1.090
172 H 5.781 -6.442 6.469  C159 1.090
173 H 5.150 -5.560 7.702  C159 1.090
174 H 2.387 -4.799 6.195  C160 1.090
175 H 3.413 -3.403 6.804  C160 1.090
176 H 2.889 -3.482 5.180  C160 1.090
177 H 6.729 -7.790 3.138  C161 1.090
178 H 5.155 -8.290 3.912  C161 1.090
179 H 6.365 -7.362 4.769  C161 1.090
180 H 2.426 -6.305 4.069  O158 0.960
181 C 8.095 0.405 2.549  O182 1.431, H190 1.090, H191 1.090, H192 1.090
182 O 7.735 -0.531 1.527  C181 1.431, C183 1.386
183 C 8.852 -0.792 0.750  O182 1.386, C184 1.634, H193 1.090, H194 1.090
184 C 8.245 -1.787 -0.395  C183 1.634, N185 1.441, H195 1.090, H196 1.090
185 N 7.790 -1.085 -1.568  C184 1.441, C186 1.472, H197 1.010
186 C 7.257 -2.033 -2.561  N185 1.472, C187 1.612, H198 1.090, H199 1.090
187 C 6.346 -1.297 -3.669  C186 1.612, O188 1.469, H200 1.090, H201 1.090
188 O 5.283 -0.546 -2.985  C187 1.469, C189 1.340
189 C 4.569 0.320 -3.717  O188 1.340, H202 1.090, H203 1.090, H204 1.090
190 H 9.079 0.257 2.993  C181 1.090
191 H 7.305 0.428 3.299  C181 1.090
192 H 8.180 1.410 2.135  C181 1.090
193 H 9.690 -1.203 1.313  C183 1.090
194 H 9.215 0.144 0.326  C183 1.090
195 H 7.499 -2.392 0.120  C184 1.090
196 H 9.064 -2.477 -0.599  C184 1.090
197 H 7.004 -0.476 -1.393  N185 1.010
198 H 6.647 -2.696 -1.949  C186 1.090
199 H 8.065 -2.585 -3.041  C186 1.090
200 H 5.872 -2.044 -4.305  C187 1.090
201 H 6.911 -0.684 -4.370  C187 1.090
202 H 3.889 0.786 -3.003  C189 1.090
203 H 4.005 -0.079 -4.560  C189 1.090
204 H 5.225 1.047 -4.194  C189 1.090
205 C -2.371 -2.549 -6.766  O206 1.492, H214 1.090, H215 1.090, H216 1.090
206 O -2.695 -2.482 -5.311  C205 1.492, C207 1.452
207 C -2.726 -1.098 -4.870  O206 1.452, C208 1.546, H217 1.090, H218 1.090
208 C -3.799 -0.245 -5.585  C207 1.546, N209 1.376, H219 1.090, H220 1.090
209 N -5.099 -0.692 -5.522  C208 1.376, C210 1.474, H221 1.010
210 C -5.985 -0.131 -6.557  N209 1.474, C211 1.584, H222 1.090, H223 1.090
211 C -5.990 -0.790 -7.997  C210 1.584, O212 1.420, H224 1.090, H225 1.090
212 O -4.892 -0.392 -8.804  C211 1.420, C213 1.421
213 C -5.094 -0.823 -10.143  O212 1.421, H226 1.090, H227 1.090, H228 1.090
214 H -3.275 -2.283 -7.313  C205 1.090
215 H -2.188 -3.575 -7.086  C205 1.090
216 H -1.548 -1.948 -7.152  C205 1.090
217 H -1.760 -0.637 -5.076  C207 1.090
218 H -2.706 -0.971 -3.787  C207 1.090
219 H -3.607 0.066 -6.612  C208 1.090
220 H -3.699 0.701 -5.052  C208 1.090
221 H -5.062 -1.701 -5.503  N209 1.010
222 H -5.996 0.946 -6.724  C210 1.090
223 H -6.973 -0.365 -6.159  C210 1.090
224 H -6.909 -0.357 -8.394  C211 1.090
225 H -6.237 -1.845 -7.881  C211 1.090
226 H -5.129 -1.911 -10.192  C213 1.090
227 H -4.317 -0.534 -10.850  C213 1.090
228 H -5.997 -0.390 -10.573  C213 1.090
229 C -8.294 -1.172 0.605  O230 1.424, H238 1.090, H239 1.090, H240 1.090
230 O -6.981 -1.364 0.090  C229 1.424, C231 1.426
231 C -6.973 -2.192 -1.070  O230 1.426, C232 1.570, H241 1.090, H242 1.090
232 C -5.527 -2.097 -1.672  C231 1.570, N233 1.481, H243 1.090, H244 1.090
233 N -4.505 -2.741 -0.816  C232 1.481, C234 1.498, H245 1.010
234 C -4.195 -4.175 -1.119  N233 1.498, C235 1.525, H246 1.090, H247 1.090
235 C -3.199 -4.735 -0.108  C234 1.525, O236 1.429, H248 1.090, H249 1.090
236 O -3.624 -4.756 1.256  C235 1.429, C237 1.389
237 C -2.869 -5.570 2.091  O236 1.389, H250 1.090, H251 1.090, H252 1.090
238 H -8.982 -0.691 -0.090  C229 1.090
239 H -8.337 -0.537 1.490  C229 1.090
240 H -8.736 -2.157 0.756  C229 1.090
241 H -7.701 -1.807 -1.784  C231 1.090
242 H -7.323 -3.215 -0.929  C231 1.090
243 H -5.145 -1.078 -1.732  C232 1.090
244 H -5.400 -2.488 -2.681  C232 1.090
245 H -4.749 -2.698 0.163  N233 1.010
246 H -3.762 -4.191 -2.119  C234 1.090
247 H -5.056 -4.843 -1.156  C234 1.090
248 H -2.284 -4.149 -0.185  C235 1.090
249 H -3.101 -5.735 -0.532  C235 1.090
250 H -3.403 -5.639 3.039  C237 1.090
251 H -1.963 -5.015 2.332  C237 1.090
252 H -2.669 -6.601 1.799  C237 1.090
253 C 5.544 5.044 5.326  O254 1.375, H262 1.090, H263 1.090, H264 1.090
254 O 5.136 3.767 5.017  C253 1.375, C255 1.383
255 C 4.532 3.666 3.777  O254 1.383, C256 1.531, H265 1.090, H266 1.090
256 C 3.789 2.335 3.635  C255 1.531, N257 1.449, H267 1.090, H268 1.090
257 N 3.479 1.983 2.264  C256 1.449, C258 1.469, H269 1.010
258 C 2.327 2.693 1.692  N257 1.469, C259 1.553, H270 1.090, H271 1.090
259 C 1.007 2.069 2.222  C258 1.553, O260 1.415, H272 1.090, H273 1.090
260 O 0.365 2.973 3.102  C259 1.415, C261 1.428
261 C -0.737 2.434 3.832  O260 1.428, H274 1.090, H275 1.090, H276 1.090
262 H 6.175 4.981 6.212  C253 1.090
263 H 4.754 5.752 5.577  C253 1.090
264 H 6.112 5.532 4.534  C253 1.090
265 H 5.287 3.748 2.996  C255 1.090
266 H 3.879 4.533 3.675  C255 1.090
267 H 2.985 2.403 4.368  C256 1.090
268 H 4.486 1.559 3.953  C256 1.090
269 H 3.380 0.982 2.172  N257 1.010
270 H 2.421 2.629 0.608  C258 1.090
271 H 2.319 3.760 1.917  C258 1.090
272 H 1.084 1.047 2.592  C259 1.090
273 H 0.409 1.834 1.341  C259 1.090
274 H -1.419 1.817 3.247  C261 1.090
275 H -1.394 3.137 4.346  C261 1.090
276 H -0.379 1.746 4.597  C261 1.090
277 C 4.351 -0.816 0.624  O278 1.428, H286 1.090, H287 1.090, H288 1.090
278 O 3.123 -0.934 1.345  C277 1.428, C279 1.437
279 C 2.862 -2.210 1.951  O278 1.437, C280 1.482, H289 1.090, H290 1.090
280 C 1.525 -2.093 2.582  C279 1.482, N281 1.450, H291 1.090, H292 1.090
281 N 0.545 -1.962 1.521  C280 1.450, C282 1.478, H293 1.010
282 C -0.744 -1.480 2.062  N281 1.478, C283 1.544, H294 1.090, H295 1.090
283 C -1.684 -1.382 0.840  C282 1.544, O284 1.425, H296 1.090, H297 1.090
284 O -1.802 -0.031 0.401  C283 1.425, C285 1.414
285 C -2.800 0.071 -0.595  O284 1.414, H298 1.090, H299 1.090, H300 1.090
286 H 5.158 -1.345 1.132  C277 1.090
287 H 4.690 0.190 0.380  C277 1.090
288 H 4.282 -1.336 -0.332  C277 1.090
289 H 3.675 -2.389 2.654  C279 1.090
290 H 2.934 -2.988 1.191  C279 1.090
291 H 1.463 -1.210 3.217  C280 1.090
292 H 1.327 -3.026 3.109  C280 1.090
293 H 0.895 -1.358 0.792  N281 1.010
294 H -0.699 -0.510 2.557  C282 1.090
295 H -1.166 -2.180 2.782  C282 1.090
296 H -2.662 -1.809 1.063  C283 1.090
297 H -1.368 -2.101 0.085  C283 1.090
298 H -3.760 -0.360 -0.311  C285 1.090
299 H -2.469 -0.471 -1.480  C285 1.090
300 H -2.942 1.146 -0.708  C285 1.090
301 C -0.108 -4.865 5.173  O302 1.425, H310 1.090, H311 1.090, H312 1.090
302 O 0.197 -3.474 5.229  C301 1.425, C303 1.472
303 C -0.662 -2.748 6.179  O302 1.472, C304 1.574, H313 1.090, H314 1.090
304 C -0.130 -1.267 6.159  C303 1.574, N305 1.462, H315 1.090, H316 1.090
305 N 1.155 -1.033 6.816  C304 1.462, C306 1.425, H317 1.010
306 C 1.727 0.272 6.752  N305 1.425, C307 1.560, H318 1.090, H319 1.090
307 C 3.187 0.184 7.293  C306 1.560, O308 1.410, H320 1.090, H321 1.090
308 O 4.009 -0.778 6.670  C307 1.410, C309 1.432
309 C 5.333 -0.804 7.215  O308 1.432, H322 1.090, H323 1.090, H324 1.090
310 H -0.215 -5.204 6.204  C301 1.090
311 H 0.689 -5.467 4.737  C301 1.090
312 H -0.992 -5.104 4.583  C301 1.090
313 H -0.615 -3.185 7.176  C303 1.090
314 H -1.676 -2.754 5.778  C303 1.090
315 H -0.997 -0.724 6.535  C304 1.090
316 H -0.036 -0.909 5.134  C304 1.090
317 H 1.870 -1.693 6.546  N305 1.010
318 H 1.131 0.911 7.403  C306 1.090
319 H 1.693 0.708 5.753  C306 1.090
320 H 3.123 -0.079 8.349  C307 1.090
321 H 3.623 1.175 7.169  C307 1.090
322 H 5.813 0.174 7.243  C309 1.090
323 H 5.912 -1.537 6.653  C309 1.090
324 H 5.165 -1.148 8.236  C309 1.090
325 C 9.002 1.528 -5.820  O326 1.420, H334 1.090, H335 1.090, H336 1.090
326 O 9.366 2.568 -4.924  C325 1.420, C327 1.432
327 C 10.320 2.193 -3.924  O326 1.432, C328 1.555, H337 1.090, H338 1.090
328 C 10.422 3.118 -2.680  C327 1.555, N329 1.426, H339 1.090, H340 1.090
329 N 9.123 3.359 -2.144  C328 1.426, C330 1.489, H341 1.010
330 C 8.370 2.184 -1.626  N329 1.489, C331 1.503, H342 1.090, H343 1.090
331 C 6.976 2.585 -1.233  C330 1.503, O332 1.452, H344 1.090, H345 1.090
332 O 6.330 3.237 -2.359  C331 1.452, C333 1.426
333 C 4.979 3.567 -2.040  O332 1.426, H346 1.090, H347 1.090, H348 1.090
334 H 9.811 1.030 -6.355  C325 1.090
335 H 8.322 1.951 -6.559  C325 1.090
336 H 8.577 0.735 -5.205  C325 1.090
337 H 11.223 2.215 -4.533  C327 1.090
338 H 10.020 1.181 -3.652  C327 1.090
339 H 10.842 4.042 -3.078  C328 1.090
340 H 11.096 2.771 -1.897  C328 1.090
341 H 8.498 3.771 -2.822  N329 1.010
342 H 8.932 1.736 -0.806  C330 1.090
343 H 8.140 1.427 -2.376  C330 1.090
344 H 6.856 3.162 -0.316  C331 1.090
345 H 6.517 1.608 -1.081  C331 1.090
346 H 4.385 2.680 -1.821  C333 1.090
347 H 4.517 4.067 -2.891  C333 1.090
348 H 4.800 4.139 -1.130  C333 1.090

The calculation puts the HOMO energy at -0.2861 hartree. The value obtained for the LUMO energy is 0.5 eV. The calculation puts the energy above the lowest of the compared OMol25 structures with the same formula, charge and spin at 320.28 kJ/mol. The total energy comes out at -6004.9576 Eh.